No. 1
{
  "formula": "C29H19CrF5N3O3S",
  "method": "ωB97M-V/def2-TZVPD",
  "elements": ["Cr", "C", "O", "C", "N", "C", "C", "C", "C", "C", "C", "C", "C", "C", "C", "C", "C", "N", "C", "N", "C", "C", "O", "C", "C", "C", "C", "C", "C", "H", "H", "H", "H", "H", "H", "H", "H", "H", "H", "H", "H", "H", "H", "H", "H", "H", "H", "H", "F", "C", "C", "F", "C", "F", "C", "S", "C", "F", "C", "F", "O"],
  "coordinates": [[0.3414, -0.4969, 0.1039], [-0.7700, -0.8500, -4.1971], [-1.3663, -1.8929, -3.4103], [-0.9688, -1.6267, -2.1392], [-0.0558, -0.7123, -1.9883], [0.4143, -0.3892, -3.3451], [0.8717, 1.0093, -3.6656], [1.0877, 1.9738, -2.6961], [1.5545, 3.2334, -3.0514], [1.8179, 3.5406, -4.3767], [1.6125, 2.5752, -5.3544], [1.1463, 1.3201, -4.9984], [-1.4776, -2.3250, -1.0195], [-2.0950, -3.5489, -1.0440], [-2.3087, -4.2656, 0.1418], [-1.7868, -3.7281, 1.3229], [-1.1762, -2.4976, 1.3292], [-1.0831, -1.6899, 0.1759], [-0.4433, -1.9286, 2.3934], [0.2817, -0.8607, 2.2162], [0.8777, -0.5278, 3.5147], [0.5667, -1.7762, 4.3641], [-0.4536, -2.4699, 3.6376], [2.3432, -0.1678, 3.5856], [2.8419, 0.2009, 4.8366], [4.1764, 0.5299, 5.0046], [5.0369, 0.5011, 3.9142], [4.5452, 0.1404, 2.6700], [3.2055, -0.1945, 2.4997], [-1.4961, -0.0417, -4.3259], [-0.4948, -1.2657, -5.1638], [1.2671, -1.0579, -3.5353], [0.8717, 1.7532, -1.6629], [1.7059, 3.9751, -2.2769], [2.1810, 4.5238, -4.6498], [1.8178, 2.7992, -6.3942], [1.0025, 0.5695, -5.7686], [-2.3732, -3.9652, -2.0046], [-2.7887, -5.2329, 0.1315], [-1.8254, -4.2849, 2.2513], [0.3217, 0.3340, 3.9067], [0.1810, -1.5411, 5.3545], [1.4434, -2.4227, 4.4558], [2.1707, 0.2416, 5.6889], [4.5433, 0.8161, 5.9829], [6.0812, 0.7613, 4.0367], [5.2062, 0.1162, 1.8122], [2.8343, -0.4872, 1.5258], [-6.3403, 1.9862, -0.3213], [-5.0116, 1.9237, -0.1542], [-4.1688, 1.9051, -1.2492], [-4.6897, 1.9440, -2.4849], [-2.7998, 1.8447, -1.0635], [-2.0364, 1.8204, -2.1625], [-2.2122, 1.8050, 0.2000], [-0.4753, 1.7765, 0.4238], [-3.0949, 1.8164, 1.2778], [-2.6347, 1.7697, 2.5329], [-4.4675, 1.8780, 1.1149], [-5.2802, 1.8927, 2.1824], [1.8256, -1.0292, -0.0846]],
  "forces_ev_per_a": [[-0.1, 0.2, -0.2], [0.0, 0.0, 0.0], [0.1, -0.1, 0.0], [-0.1, -0.1, 0.0], [-0.6, 0.5, 0.1], [0.1, -0.2, 0.1], [0.1, 0.0, 0.0], [0.0, 0.0, 0.0], [0.0, 0.0, 0.0], [0.0, 0.0, 0.0], [0.0, 0.0, 0.0], [0.0, 0.0, 0.0], [-0.2, 0.1, -0.1], [-0.2, 0.1, 0.1], [0.0, 0.0, 0.0], [-0.1, 0.0, 0.0], [-0.1, 0.0, 0.1], [0.8, -0.4, -0.1], [-0.1, -0.2, 0.0], [0.2, -0.5, -0.2], [-0.3, 0.4, 0.0], [0.0, 0.0, 0.0], [0.0, 0.1, 0.0], [0.0, 0.1, 0.0], [0.0, 0.0, 0.0], [0.0, 0.0, 0.0], [0.0, 0.0, 0.0], [0.0, 0.0, 0.0], [0.0, -0.1, 0.0], [0.0, 0.0, 0.0], [0.0, 0.0, 0.0], [0.0, 0.0, 0.0], [0.0, 0.0, 0.0], [0.0, 0.0, 0.0], [0.0, 0.0, 0.0], [0.0, 0.0, 0.0], [0.0, 0.0, 0.0], [0.0, 0.0, 0.0], [0.0, 0.0, 0.0], [0.0, 0.0, 0.0], [0.0, 0.0, 0.0], [0.0, 0.0, 0.0], [0.0, 0.0, 0.0], [0.0, 0.0, 0.0], [0.0, 0.0, 0.0], [0.0, 0.0, 0.0], [0.0, 0.0, 0.0], [0.0, 0.0, 0.0], [0.0, 0.0, 0.0], [0.0, 0.0, 0.0], [0.0, 0.0, 0.0], [0.0, 0.0, 0.0], [0.0, 0.0, 0.0], [0.0, 0.0, 0.0], [0.1, -0.3, -0.1], [0.3, 0.3, 0.3], [0.0, 0.0, 0.0], [0.0, 0.0, 0.0], [0.0, 0.0, 0.0], [0.0, 0.0, 0.0], [0.0, 0.1, -0.1]],
  "nbo_charge": [0.956, -0.076, -0.490, 0.541, -0.527, -0.102, 0.065, -0.213, -0.201, -0.233, -0.209, -0.252, -0.028, -0.123, -0.396, -0.120, -0.036, -0.510, 0.545, -0.525, -0.119, -0.071, -0.488, 0.070, -0.248, -0.219, -0.235, -0.189, -0.247, 0.186, 0.186, 0.197, 0.244, 0.212, 0.202, 0.200, 0.198, 0.213, 0.202, 0.214, 0.205, 0.186, 0.179, 0.200, 0.202, 0.202, 0.208, 0.273, -0.301, 0.258, 0.242, -0.302, 0.377, -0.312, -0.288, -0.294, 0.377, -0.308, 0.240, -0.303, -0.612],
  "total_charge": -1,
  "gap_ev": [5.453, 5.447],
  "total_energy_ha": -3448.527462
}

***

No. 2
{
  "formula": "C29H20BrF10IrN6S",
  "method": "ωB97M-V/def2-TZVPD",
  "elements": ["Ir", "C", "N", "C", "C", "N", "C", "C", "F", "C", "F", "C", "F", "C", "F", "C", "F", "C", "C", "N", "C", "C", "F", "C", "F", "C", "F", "C", "F", "C", "F", "H", "H", "H", "H", "H", "H", "H", "H", "H", "H", "H", "N", "C", "C", "C", "C", "C", "C", "S", "N", "C", "C", "C", "C", "C", "C", "N", "H", "H", "H", "H", "H", "H", "H", "H", "H", "Br"],
  "coordinates": [[-1.5235, -0.1064, -0.6039], [-3.5534, 1.8550, 0.4291], [-2.1436, 1.3851, 0.5920], [-1.9494, 0.9256, 2.0045], [-2.2150, -0.5674, 2.1242], [-1.5748, -1.2516, 1.0028], [-1.3719, -2.5905, 0.9374], [-0.9645, -3.1081, -0.3082], [-0.8076, -2.2433, -1.3455], [-0.7192, -4.4393, -0.5332], [-0.3428, -4.8666, -1.7286], [-0.8696, -5.3366, 0.5190], [-0.6374, -6.6224, 0.3302], [-1.2614, -4.8738, 1.7692], [-1.3976, -5.7300, 2.7697], [-1.5043, -3.5309, 1.9768], [-1.8711, -3.1470, 3.1994], [-1.2224, 2.4922, 0.2052], [-1.3499, 2.7124, -1.2950], [-1.3774, 1.4072, -1.9683], [-1.5646, 1.4013, -3.3353], [-1.5354, 2.5324, -4.1729], [-1.2746, 3.7594, -3.6831], [-1.7620, 2.4726, -5.5376], [-1.7312, 3.5958, -6.2468], [-2.0084, 1.2680, -6.1694], [-2.2207, 1.2103, -7.4786], [-2.0059, 0.1228, -5.3959], [-2.1998, -1.0668, -5.9565], [-1.7865, 0.2036, -4.0358], [-1.7222, -0.9720, -3.3725], [-3.6467, 2.7916, 0.9809], [-4.2337, 1.1142, 0.8334], [-3.7790, 2.0049, -0.6204], [-2.6140, 1.4961, 2.6536], [-0.9223, 1.1398, 2.2744], [-3.2864, -0.7994, 2.0775], [-1.8402, -0.9101, 3.0861], [-0.2161, 2.1624, 0.4720], [-1.4706, 3.3879, 0.7780], [-0.4860, 3.3052, -1.6028], [-2.2363, 3.3114, -1.5257], [3.2402, -0.4383, 1.7494], [3.5826, -0.1497, 3.0866], [4.8956, 0.0711, 3.4682], [5.1787, 0.3691, 4.7940], [4.1534, 0.4949, 5.7214], [2.8349, 0.3088, 5.3282], [2.5580, -0.0455, 4.0175], [0.9333, -0.4408, 3.4633], [0.9663, 0.1549, 1.8579], [2.0573, -0.0084, 1.2068], [2.0907, 0.2426, -0.2624], [3.2555, 0.7285, -0.8433], [3.3644, 0.7665, -2.2242], [2.3179, 0.2694, -2.9776], [1.1743, -0.1481, -2.3183], [1.0248, -0.1265, -0.9937], [3.9940, -0.6651, 1.1207], [5.6942, 0.0008, 2.7396], [6.2061, 0.5151, 5.0965], [4.3755, 0.7401, 6.7502], [2.0286, 0.4136, 6.0418], [4.0653, 1.0832, -0.2206], [4.2604, 1.1493, -2.6934], [2.3633, 0.2143, -4.0555], [0.3422, -0.5281, -2.8843], [-3.7581, -0.8667, -1.0680]],
  "forces_ev_per_a": [[0.0, -0.2, 0.1], [0.1, 0.0, 0.0], [-0.1, 0.2, -0.1], [0.1, 0.1, 0.0], [0.0, -0.1, 0.1], [0.1, 0.2, -0.3], [0.1, -0.1, 0.0], [0.0, -0.1, 0.1], [-0.1, -0.1, 0.0], [0.0, 0.0, 0.0], [0.0, 0.0, 0.0], [0.0, 0.0, 0.0], [0.0, 0.1, 0.0], [0.0, 0.0, 0.0], [0.0, 0.0, 0.0], [0.0, 0.0, 0.0], [0.0, 0.0, -0.1], [0.0, -0.2, 0.0], [0.1, 0.1, 0.1], [0.0, -0.2, 0.1], [0.0, 0.0, -0.1], [-0.1, 0.0, 0.0], [0.0, 0.0, -0.1], [0.0, 0.0, 0.0], [0.0, 0.0, 0.0], [0.0, 0.0, 0.0], [0.0, 0.0, 0.0], [0.0, 0.0, 0.0], [0.0, 0.0, 0.0], [0.1, 0.0, 0.0], [0.0, 0.1, 0.0], [0.0, 0.0, 0.0], [0.0, 0.0, 0.0], [0.0, 0.0, 0.0], [0.0, 0.0, 0.0], [0.0, 0.0, 0.0], [0.0, 0.0, 0.0], [0.0, 0.0, 0.0], [0.0, 0.0, 0.0], [0.0, 0.0, 0.0], [0.0, 0.0, 0.0], [0.0, 0.0, 0.0], [0.0, -0.2, -0.1], [0.0, 0.1, 0.2], [0.0, 0.0, 0.0], [-0.1, 0.0, 0.0], [0.0, 0.0, 0.0], [0.0, 0.0, 0.0], [0.0, 0.0, 0.0], [-0.1, 0.0, 0.0], [0.4, -0.1, -0.2], [-0.3, 0.1, 0.2], [0.0, -0.1, -0.1], [0.0, 0.0, 0.0], [0.0, 0.0, 0.0], [0.0, 0.0, 0.0], [0.0, 0.1, 0.0], [0.0, 0.2, 0.3], [0.0, 0.1, 0.0], [0.0, 0.0, 0.0], [0.0, 0.0, 0.0], [0.0, 0.0, 0.0], [0.0, 0.0, 0.0], [0.0, 0.0, 0.0], [0.0, 0.0, 0.0], [0.0, 0.0, 0.0], [-0.1, 0.0, -0.1], [-0.1, 0.0, 0.0]],
  "nbo_charge": [1.147, -0.430, -0.304, -0.243, -0.278, -0.418, 0.077, 0.297, -0.287, 0.331, -0.271, 0.301, -0.257, 0.287, -0.263, 0.331, -0.284, -0.234, -0.253, -0.655, 0.042, 0.320, -0.314, 0.278, -0.276, 0.265, -0.272, 0.289, -0.276, 0.282, -0.316, 0.209, 0.236, 0.239, 0.227, 0.259, 0.234, 0.253, 0.230, 0.225, 0.227, 0.203, -0.614, 0.215, -0.258, -0.179, -0.208, -0.179, -0.264, 0.431, -0.667, 0.419, 0.155, -0.239, -0.132, -0.226, 0.075, -0.479, 0.414, 0.219, 0.230, 0.231, 0.230, 0.235, 0.240, 0.244, 0.218, -0.269],
  "total_charge": 1,
  "gap_ev": [6.382, 4.884],
  "multiplicity": 2,
  "s_squared": 0.786,
  "total_energy_ha": -5520.530976
}

***

No. 3
{
  "formula": "C29H20FI2MoN4O8Se",
  "method": "ωB97M-V/def2-TZVPD",
  "elements": ["Mo", "I", "C", "C", "C", "I", "C", "C", "C", "C", "N", "C", "C", "O", "H", "H", "H", "H", "C", "O", "H", "H", "H", "F", "C", "C", "C", "C", "C", "C", "C", "H", "H", "H", "H", "H", "H", "Se", "C", "C", "C", "N", "C", "C", "H", "H", "H", "H", "O", "C", "O", "C", "C", "C", "C", "C", "C", "N", "O", "O", "N", "O", "O", "H", "H", "H"],
  "coordinates": [[-0.9362, 0.1376, -0.5309], [-0.4276, 4.5977, -3.1933], [-1.4102, 4.2586, -1.3934], [-2.1200, 5.3002, -0.7714], [-2.7599, 5.1125, 0.4235], [-3.7680, 6.7292, 1.2852], [-2.7461, 3.8443, 1.0564], [-3.3727, 3.5050, 2.2761], [-3.2925, 2.2226, 2.7448], [-2.6019, 1.2522, 2.0013], [-2.0038, 1.5430, 0.8675], [-2.0466, 2.8146, 0.4037], [-1.3195, 3.0092, -0.8106], [-0.6558, 2.0009, -1.2888], [-2.1502, 6.2675, -1.2534], [-3.9114, 4.2632, 2.8285], [-3.7620, 1.9400, 3.6763], [-2.5442, 0.2232, 2.3334], [-1.8683, -2.5642, 0.8885], [-1.3425, -1.3936, 0.3657], [-1.5201, -2.7095, 1.9161], [-1.5359, -3.4082, 0.2785], [-2.9636, -2.5196, 0.8771], [2.0715, -5.6253, -1.0282], [1.6850, -4.3516, -1.3141], [2.3605, -3.2990, -0.7300], [1.9558, -2.0067, -1.0282], [0.8829, -1.7480, -1.8879], [0.4077, -0.3571, -2.1414], [0.2462, -2.8481, -2.4678], [0.6379, -4.1500, -2.1885], [3.1839, -3.4930, -0.0550], [2.4718, -1.1692, -0.5796], [-0.0444, -0.2557, -3.1288], [1.2332, 0.3540, -2.0534], [-0.5657, -2.6803, -3.1579], [0.1438, -4.9968, -2.6475], [-3.1619, 0.0674, -1.8546], [-2.9205, -1.2884, -3.1799], [-2.3410, -1.0221, -4.4166], [-2.1903, -2.0536, -5.3306], [-2.5779, -3.3093, -5.1132], [-3.1434, -3.5555, -3.9324], [-3.3327, -2.5988, -2.9492], [-2.0028, -0.0226, -4.6578], [-1.7274, -1.8592, -6.2929], [-3.4590, -4.5801, -3.7601], [-3.7906, -2.8681, -2.0060], [0.7141, 2.3970, 1.4729], [1.2147, 1.2834, 1.3843], [0.8395, 0.2869, 0.6707], [2.4733, 0.9876, 2.1907], [3.0290, 1.9958, 2.9665], [4.1679, 1.7249, 3.7060], [4.7804, 0.4856, 3.7043], [4.2011, -0.4938, 2.9212], [3.0613, -0.2702, 2.1651], [4.8300, -1.8257, 2.8940], [5.8010, -2.0060, 3.5998], [4.3329, -2.6688, 2.1796], [4.7593, 2.7910, 4.5337], [5.7727, 2.5296, 5.1512], [4.2017, 3.8668, 4.5509], [2.5620, 2.9698, 2.9820], [5.6675, 0.2931, 4.2848], [2.6282, -1.0564, 1.5629]],
  "forces_ev_per_a": [[-0.5, -0.4, 0.3], [0.0, 0.0, 0.0], [0.2, -0.1, 0.0], [0.0, 0.0, 0.0], [0.0, 0.0, 0.0], [0.0, 0.0, 0.0], [0.0, -0.1, 0.0], [0.0, 0.0, 0.0], [0.0, 0.1, 0.0], [0.0, 0.0, -0.2], [-0.1, -0.1, -0.1], [0.0, 0.0, 0.0], [-0.2, 0.2, 0.0], [0.1, -0.1, 0.0], [0.0, 0.0, 0.0], [0.0, 0.0, 0.0], [0.0, 0.0, 0.0], [0.0, 0.0, 0.0], [-0.2, -0.1, 0.0], [0.2, 0.4, -0.1], [0.0, 0.0, -0.1], [0.0, 0.0, 0.0], [0.1, 0.0, 0.0], [0.0, 0.0, 0.0], [0.0, 0.0, 0.0], [0.0, -0.1, 0.0], [0.0, 0.0, 0.0], [0.0, 0.0, 0.0], [0.1, 0.2, -0.1], [0.0, 0.0, 0.1], [0.0, 0.0, 0.0], [0.0, 0.0, 0.0], [0.0, 0.0, 0.0], [0.0, 0.0, 0.0], [0.0, 0.0, 0.0], [-0.1, 0.0, -0.1], [0.0, 0.0, 0.0], [0.3, -0.1, 0.2], [0.0, 0.0, 0.0], [0.0, 0.0, 0.0], [0.0, 0.0, 0.0], [0.0, 0.0, 0.0], [0.0, 0.0, 0.0], [0.0, 0.0, 0.0], [0.0, 0.0, 0.0], [0.0, 0.0, 0.0], [0.0, 0.0, 0.0], [0.0, 0.0, 0.0], [0.1, -0.2, 0.0], [0.0, 0.1, -0.1], [0.0, 0.2, -0.1], [0.0, 0.0, 0.1], [0.0, 0.0, 0.0], [-0.1, -0.1, -0.1], [0.0, 0.0, 0.0], [-0.1, 0.2, -0.1], [0.1, 0.0, 0.0], [-0.1, -0.1, 0.1], [0.1, 0.0, 0.1], [0.0, 0.0, -0.1], [0.0, 0.1, 0.0], [0.1, -0.1, 0.0], [-0.1, 0.0, 0.0], [0.0, 0.0, 0.0], [0.0, 0.0, 0.0], [0.0, 0.0, 0.0]],
  "nbo_charge": [1.270, 0.146, -0.260, -0.228, -0.198, 0.112, -0.032, -0.153, -0.252, 0.062, -0.396, 0.099, 0.427, -0.672, 0.232, 0.224, 0.219, 0.205, -0.234, -0.608, 0.178, 0.198, 0.182, -0.345, 0.367, -0.294, -0.194, -0.050, -0.682, -0.144, -0.308, 0.232, 0.213, 0.208, 0.216, 0.213, 0.222, -0.112, -0.122, -0.299, 0.028, -0.449, 0.023, -0.297, 0.229, 0.185, 0.182, 0.218, -0.664, 0.763, -0.738, -0.055, -0.142, -0.002, -0.168, 0.006, -0.153, 0.536, -0.382, -0.370, 0.535, -0.385, -0.367, 0.277, 0.276, 0.275],
  "total_charge": -1,
  "gap_ev": [5.974, 5.976],
  "total_energy_ha": -5102.946786
}